Record 1
Here is C37H35ClN2PrS2Si2 as an isolated structure in a non-equilibrium geometry from OMol25. Energies are from ωB97M-V/def2-TZVPD.

Geometry as XYZ:
```
80
Properties=species:S:1:pos:R:3
C 1.5049 0.5431 4.9725
C 1.6832 1.4323 3.8717
C 0.3890 1.7564 3.3572
H 2.6362 1.8384 3.5294
C -0.5809 1.0659 4.1422
C 0.1099 0.3134 5.1351
H -0.3484 -0.2750 5.9298
H 2.2918 0.1718 5.6284
H 0.1727 2.4668 2.5581
H -1.6621 1.1499 4.0408
Pr 0.7493 -0.8403 2.7417
Si -1.3351 1.3459 -3.3479
C -0.3943 0.6963 -4.8498
C -0.6702 -0.5467 -5.4525
H -1.4577 -1.1905 -5.0523
C 0.0741 -0.9760 -6.5603
H -0.1451 -1.9407 -7.0191
C 1.0938 -0.1769 -7.0815
H 1.6628 -0.5038 -7.9560
C 1.3867 1.0459 -6.4690
H 2.1891 1.6702 -6.8606
C 0.6595 1.4747 -5.3526
H 0.9066 2.4195 -4.8645
C -3.1558 1.0109 -3.6725
C -3.7405 1.6279 -4.7942
H -3.1271 2.2483 -5.4538
C -5.1010 1.4453 -5.0741
H -5.5461 1.9499 -5.9315
C -5.8891 0.6206 -4.2658
H -6.9503 0.4897 -4.4786
C -5.3023 -0.0430 -3.1881
H -5.8992 -0.7070 -2.5615
C -3.9451 0.1372 -2.8984
H -3.4993 -0.4221 -2.0688
H -1.0562 2.7840 -3.1309
Si -0.7354 -0.3904 -1.6235
C -1.6701 0.7195 -0.3468
C -1.6543 2.1294 -0.3060
H -1.0507 2.7209 -1.0033
C -2.4196 2.8472 0.6220
H -2.4093 3.9367 0.6091
C -3.1993 2.1793 1.5639
H -3.8161 2.7370 2.2722
C -3.1523 0.7855 1.5935
H -3.7297 0.2493 2.3461
C -2.3829 0.0651 0.6728
H -2.3319 -1.0245 0.7521
C 1.0215 0.2989 -1.4443
C 1.4158 1.3300 -0.5690
H 0.7420 1.7103 0.2013
C 2.6636 1.9447 -0.7096
H 2.9271 2.7847 -0.0637
C 3.5777 1.4953 -1.6607
H 4.5482 1.9827 -1.7751
C 3.2373 0.3935 -2.4515
H 3.9527 0.0085 -3.1765
C 1.9857 -0.2118 -2.3322
H 1.7377 -1.0677 -2.9642
H -0.5363 -1.6263 -0.8682
Cl 0.2263 -2.8439 1.1837
C 4.1947 -0.3521 1.4774
C 4.1720 -1.2388 2.6710
N 3.0469 -1.7005 3.1932
C 3.2704 -2.5448 4.2975
C 4.6092 -2.7035 4.5935
S 5.6133 -1.7902 3.5032
C 2.1120 -3.0684 4.9783
C 2.0475 -3.8924 6.0863
S 0.3993 -4.1911 6.5564
C -0.1366 -3.1974 5.2136
N 0.8475 -2.6724 4.5077
C -1.5721 -3.0055 4.8852
H 5.2265 -0.3048 1.1063
H 3.5414 -0.7490 0.6820
H 3.8706 0.6669 1.7525
H 4.9744 -3.3107 5.4122
H 2.9201 -4.2815 6.5965
H -2.1477 -3.7399 5.4634
H -1.8982 -1.9929 5.1704
H -1.7430 -3.1673 3.8086
```

* HOMO level (alpha / beta): -10.129 / -10.129 eV
* net charge: +1
* multiplicity: 3
* LUMO level (alpha / beta): -0.109 / -0.107 hartree
* orbital gap (alpha / beta): 7.175 / 7.205 eV

***

Record 2
Here is C37H35ClN2PtS2Si2 as an isolated structure in a non-equilibrium geometry from OMol25. Energies are from ωB97M-V/def2-TZVPD.

Geometry as XYZ:
```
80
Properties=species:S:1:pos:R:3
C 1.1859 0.8070 -0.8982
C 1.1867 -0.6378 -0.7447
C 0.1116 -1.1582 -1.5913
H 1.9440 -1.2650 -0.2867
C -0.4314 -0.0493 -2.3119
C 0.2585 1.1151 -1.9351
H 0.0959 2.1116 -2.3394
H 1.9614 1.4643 -0.4999
H -0.1215 -2.2071 -1.7763
H -1.2027 -0.1276 -3.0800
Pt -0.5148 -0.4145 0.5696
Si -5.4132 -4.5186 2.5290
C -5.0020 -5.9775 3.6483
C -5.8004 -6.5788 4.6333
H -6.7777 -6.1786 4.8818
C -5.3502 -7.7268 5.3014
H -5.9718 -8.2065 6.0581
C -4.0985 -8.2776 4.9989
H -3.7284 -9.1585 5.5342
C -3.3213 -7.7142 3.9773
H -2.3604 -8.1542 3.7059
C -3.7903 -6.5971 3.2997
H -3.2060 -6.2081 2.4749
C -6.7440 -5.2205 1.4137
C -6.7483 -6.5836 1.0614
H -6.1327 -7.2813 1.6113
C -7.5182 -7.0568 -0.0048
H -7.4659 -8.1023 -0.3195
C -8.3869 -6.1833 -0.6747
H -8.9817 -6.5415 -1.5288
C -8.5259 -4.8655 -0.2145
H -9.2582 -4.2169 -0.6951
C -7.7356 -4.4068 0.8466
H -7.8814 -3.4027 1.2255
H -4.1651 -4.4418 1.6775
Si -1.9059 -2.1987 0.8893
C -2.8274 -2.7576 -0.6733
C -2.4632 -3.9029 -1.3920
H -1.8260 -4.6422 -0.9219
C -2.9143 -4.0988 -2.7075
H -2.5809 -4.9787 -3.2523
C -3.7484 -3.1538 -3.2935
H -4.0619 -3.2893 -4.3218
C -4.1537 -2.0217 -2.5807
H -4.7963 -1.2797 -3.0499
C -3.7089 -1.8439 -1.2713
H -4.0603 -0.9837 -0.6939
C -0.8835 -3.7152 1.4082
C 0.2057 -4.1335 0.6235
H 0.4185 -3.6157 -0.3234
C 0.9906 -5.2253 1.0136
H 1.8175 -5.5473 0.3735
C 0.6757 -5.9075 2.1917
H 1.2548 -6.7681 2.4913
C -0.4218 -5.5182 2.9678
H -0.7026 -6.0853 3.8608
C -1.2003 -4.4179 2.5739
H -2.0869 -4.1141 3.1351
H -5.6636 -3.1529 3.1798
Cl -3.1607 -1.5155 2.4092
C 2.2862 -1.6828 2.3410
C 1.9629 -0.2369 2.4119
N 0.8965 0.3635 1.8912
C 0.8265 1.7429 2.1779
C 1.8793 2.1554 2.9900
S 2.9280 0.8620 3.4097
C -0.2332 2.4310 1.5165
C -0.5639 3.7790 1.3713
S -1.8760 4.0136 0.2839
C -1.9385 2.2791 0.0092
N -1.0588 1.6008 0.7386
C -2.9293 1.6700 -0.9073
H 3.2433 -1.7938 1.8028
H 2.4389 -2.0347 3.3683
H 1.5133 -2.2906 1.8624
H 2.0488 3.1599 3.3701
H -0.1043 4.6377 1.8673
H -3.9213 1.8156 -0.4646
H -2.8872 2.1988 -1.8650
H -2.7644 0.5981 -1.0799
```

* HOMO level (alpha / beta): -5.643 / -7.083 eV
* ΔE to the lowest compared entry with this formula, charge and spin: 10.33 kcal per mole
* net charge: 0
* multiplicity: 3
* LUMO level (alpha / beta): -0.009 / -0.015 hartree
* orbital gap (alpha / beta): 5.393 / 6.667 eV

***

Record 3
Here is C37H35ClN2S2Si2Tb as an isolated structure in a non-equilibrium geometry from OMol25. Energies are from ωB97M-V/def2-TZVPD.

Geometry as XYZ:
```
80
Properties=species:S:1:pos:R:3
C -0.1020 0.5215 1.6371
C 1.2449 0.3826 1.1980
C 1.4995 1.4059 0.2308
H 1.9828 -0.3021 1.6167
C 0.2980 2.1556 0.0577
C -0.6934 1.5972 0.9190
H -1.6996 1.9840 1.0666
H -0.5733 -0.0462 2.4348
H 2.4807 1.6755 -0.1741
H 0.1943 3.0683 -0.5354
Tb -0.1786 -0.1654 -0.7795
Si 3.8805 0.5976 -6.0119
C 4.5734 -0.9061 -6.8412
C 3.9973 -1.4487 -7.9981
H 3.0615 -1.0314 -8.3934
C 4.6160 -2.5132 -8.6716
H 4.1519 -2.9658 -9.5556
C 5.8587 -2.9975 -8.2245
H 6.3661 -3.8043 -8.7603
C 6.4502 -2.4393 -7.0860
H 7.4225 -2.7928 -6.7342
C 5.7985 -1.4208 -6.3830
H 6.2635 -0.9960 -5.4798
C 3.5174 1.9503 -7.2676
C 4.5734 2.4084 -8.0735
H 5.5791 1.9920 -7.9542
C 4.3700 3.4491 -8.9996
H 5.2192 3.8192 -9.6025
C 3.1048 4.0351 -9.1422
H 2.9552 4.8518 -9.8564
C 2.0385 3.5781 -8.3443
H 1.0545 4.0492 -8.4399
C 2.2428 2.5579 -7.4104
H 1.4198 2.2371 -6.7521
H 4.9908 1.0966 -5.1737
Si 2.1184 0.1172 -4.3516
C 2.1652 1.8403 -3.6293
C 3.3541 2.3735 -3.0891
H 4.2211 1.7178 -2.9618
C 3.4398 3.7207 -2.7464
H 4.3912 4.1174 -2.3722
C 2.3268 4.5494 -2.8786
H 2.4050 5.6173 -2.6576
C 1.0956 3.9901 -3.2530
H 0.2009 4.5964 -3.2841
C 1.0067 2.6334 -3.5670
H 0.0303 2.1876 -3.7741
C 3.1416 -1.0862 -3.3233
C 3.7111 -0.7164 -2.0972
H 3.3279 0.1479 -1.5461
C 4.7886 -1.4348 -1.5771
H 5.3496 -1.0399 -0.7335
C 5.1398 -2.6690 -2.1227
H 5.9560 -3.2667 -1.6945
C 4.3936 -3.1648 -3.1970
H 4.5984 -4.1669 -3.5841
C 3.3993 -2.3887 -3.7856
H 2.8249 -2.7645 -4.6375
H 1.4154 -0.1656 -5.5995
Cl 0.0024 -0.6265 -3.3738
C 1.8534 -3.0881 0.1059
C 0.4480 -3.1534 0.5823
N -0.4756 -2.2605 0.2418
C -1.7439 -2.5296 0.7897
C -1.7472 -3.6817 1.5448
S -0.1744 -4.4224 1.6078
C -2.8107 -1.6087 0.4673
C -4.1440 -1.6069 0.8117
S -4.9912 -0.2554 0.1246
C -3.4804 0.2969 -0.5809
N -2.4622 -0.5194 -0.3542
C -3.3666 1.4899 -1.4686
H 2.3906 -3.9140 0.5951
H 1.8880 -3.2159 -0.9932
H 2.3347 -2.1254 0.3687
H -2.6320 -4.0622 2.0296
H -4.5992 -2.3765 1.4142
H -4.3921 1.7801 -1.7504
H -2.8957 2.3277 -0.9309
H -2.7778 1.2602 -2.3742
```

* HOMO level (alpha / beta): -8.672 / -8.675 eV
* ΔE to the lowest compared entry with this formula, charge and spin: 0.00 kcal per mole
* net charge: +1
* multiplicity: 7
* LUMO level (alpha / beta): -0.131 / -0.130 hartree
* orbital gap (alpha / beta): 5.099 / 5.138 eV

***

Record 4
Here is C37H35F3N6O3SSbSeW as an isolated structure from OMol25. Energies are from ωB97M-V/def2-TZVPD.

Geometry as XYZ:
```
88
Properties=species:S:1:pos:R:3
W 0.4028 -0.4490 -0.5709
C 3.7647 -1.4240 -2.4178
C 3.5426 -0.7888 -1.0824
C 4.3083 -1.1180 0.0069
C 3.9630 -0.6308 1.2839
C 2.9255 0.2397 1.4080
C 2.2316 0.6662 0.2404
N 2.5261 0.1177 -0.9846
Sb 1.8806 2.7920 0.1567
C 0.3382 2.7189 -1.3224
C 0.0637 3.9566 -1.8736
C -0.9496 4.0805 -2.8100
C -1.6060 2.9321 -3.1791
C -1.2688 1.6929 -2.6242
C -2.0238 0.5363 -3.2283
N -0.3182 1.5845 -1.6704
C 0.4737 3.1149 1.7503
C 0.8707 3.8410 2.8677
C -0.0759 4.1136 3.8444
C -1.3571 3.6237 3.6786
C -1.6607 2.8746 2.5429
C -3.0050 2.2441 2.3601
N -0.7632 2.6563 1.5813
H 3.7919 -0.6729 -3.2077
H 4.6950 -1.9886 -2.4242
H 2.9497 -2.1184 -2.6328
H 5.1308 -1.8093 -0.1148
H 4.5009 -0.9748 2.1571
H 2.6099 0.6162 2.3723
H 0.6376 4.8211 -1.5630
H -1.2037 5.0389 -3.2437
H -2.3893 2.9547 -3.9249
H -3.0902 0.7664 -3.2054
H -1.7368 0.4525 -4.2799
H -1.8702 -0.4078 -2.7322
H 1.8877 4.2005 2.9635
H 0.1871 4.6887 4.7232
H -2.1189 3.7918 4.4286
H -3.6366 2.3807 3.2372
H -3.5142 2.6690 1.4928
H -2.8626 1.1774 2.1865
O -1.6459 -0.4498 -0.6808
N -2.6986 -1.0896 -0.1613
C -3.7543 -0.2779 0.0890
C -4.9160 -0.7539 0.6095
C -4.9961 -2.1317 0.8886
C -3.9351 -2.9388 0.6031
C -2.7304 -2.4451 0.0272
S -1.4303 -3.4171 -0.4098
H -3.5641 0.7555 -0.1541
H -5.7343 -0.0767 0.8018
H -5.8966 -2.5522 1.3160
H -3.9682 -4.0026 0.7857
F 1.5060 -4.8637 -1.0844
C 2.3208 -4.3851 -0.1337
F 3.5198 -4.1571 -0.7227
F 2.4971 -5.3437 0.7692
C 1.8071 -3.0704 0.5065
O 2.0135 -2.8886 1.6798
O 1.3201 -2.2918 -0.3952
C -1.2249 -2.0002 4.4213
C -0.2464 -0.8580 4.1133
C -0.7216 0.4277 4.7928
C 1.1486 -1.2318 4.6358
C -0.1705 -0.6778 2.6544
C -0.0352 -0.5464 1.4535
H -1.2866 -2.1654 5.5001
H -0.8949 -2.9220 3.9419
H -2.2223 -1.7608 4.0474
H -0.7444 0.2913 5.8772
H -1.7261 0.6950 4.4584
H -0.0516 1.2564 4.5602
H 1.1018 -1.4513 5.7056
H 1.8465 -0.4045 4.4885
H 1.5337 -2.1005 4.1032
Se -0.2159 -2.8098 -3.2445
N 0.4436 -1.1927 -2.8136
C 0.9089 -0.6316 -3.9229
C 1.5459 0.6463 -4.0300
C 1.9375 1.0795 -5.2527
C 1.7464 0.3018 -6.4417
C 1.1748 -0.9219 -6.3851
C 0.7444 -1.4243 -5.1156
N 0.1843 -2.6055 -4.9460
H 1.7375 1.2219 -3.1386
H 2.4276 2.0413 -5.3381
H 2.0815 0.7039 -7.3886
H 1.0316 -1.5407 -7.2601
```

* HOMO level (alpha / beta): -6.637 / -7.279 eV
* ΔE to the lowest compared entry with this formula, charge and spin: 0.00 kcal per mole
* net charge: 0
* multiplicity: 4
* LUMO level (alpha / beta): -0.035 / -0.042 hartree
* orbital gap (alpha / beta): 5.680 / 6.148 eV